65
Properties=species:S:1:pos:R:3 method="wB97M-V/def2-TZVPD" total_charge=+3 energy_ha=-2034.2843 e_lumo_ev=-11.22 largest_force_ev_per_a=3.24 multiplicity=1 de_lowest_kcal_mol=13.3
Mo -0.65390 0.49150 0.43660
C -2.17520 6.37330 3.27220
C -0.79110 6.57560 3.20900
C 0.07820 5.56000 2.82770
C -0.47460 4.34340 2.44580
C 0.11760 3.09720 2.05290
N -0.93680 2.31950 1.38050
C -2.18070 2.81600 2.06790
N -3.23480 2.12180 2.19680
C -3.46070 0.90750 1.71590
C -4.66550 0.16480 1.93050
C -5.80110 0.38910 2.70630
C -6.79890 -0.57880 2.67510
C -6.68260 -1.73080 1.89850
C -5.55450 -1.97240 1.11910
C -4.54700 -1.01620 1.14780
C -3.26020 -0.96560 0.52490
N -2.74350 -1.86020 -0.25380
C -1.47800 -2.00230 -0.51330
N -0.51200 -1.44360 0.32090
C 0.72300 -1.92210 -0.10400
N 1.80040 -1.65500 0.57080
C 1.94530 -0.66160 1.38420
N 1.11230 0.47540 1.36980
C 1.66060 1.36640 2.27740
N 1.21950 2.59590 2.46450
C 2.77950 0.77710 2.95060
C 3.60490 1.20710 3.98570
C 4.58400 0.32750 4.43560
C 4.76520 -0.92840 3.85780
C 3.97430 -1.35900 2.79710
C 2.96430 -0.50720 2.37210
C 0.55000 -2.79050 -1.23110
C 1.45260 -3.52270 -1.99030
C 0.93250 -4.32130 -3.00480
C -0.43440 -4.36040 -3.27440
C -1.34780 -3.60970 -2.53800
C -0.84760 -2.83560 -1.49910
N -2.58950 0.21710 0.89690
C -1.89400 4.14070 2.49850
C -2.74080 5.15040 2.95030
H -2.82050 7.18690 3.56880
H -0.39420 7.54950 3.45560
H 1.14490 5.71640 2.79740
H -5.89850 1.26920 3.32090
H -7.68380 -0.44990 3.27880
H -7.47980 -2.45780 1.90870
H -5.46300 -2.86200 0.51410
H 3.47590 2.18000 4.43430
H 5.22170 0.61720 5.25900
H 5.53860 -1.57800 4.24200
H 4.12870 -2.31940 2.33250
H 2.51270 -3.47630 -1.79730
H 1.60310 -4.93180 -3.58960
H -0.79880 -4.98860 -4.07340
H -2.40280 -3.63180 -2.76370
H -3.80610 4.98940 3.00320
N 1.12260 3.04420 -0.37160
N -0.17860 3.52380 -0.59750
C -1.21950 2.90420 -0.03660
O -2.34270 2.85550 -0.42960
O -0.44810 0.77430 -1.16910
H 1.77060 3.82310 -0.25180
H 1.43640 2.50130 -1.18190
H -0.39870 3.95130 -1.50370


93
Properties=species:S:1:pos:R:3 method="wB97M-V/def2-TZVPD" total_charge=+1 energy_ha=-2500.2803 e_lumo_ev=-4.33 largest_force_ev_per_a=2.38 multiplicity=1
C -0.77518 -0.60496 5.67480
C -0.73868 -1.15007 4.61212
N -0.73471 -1.63082 3.31225
C -1.34216 -0.83849 2.37787
N -1.93360 0.28436 2.73752
N -1.33559 -1.18909 1.02726
C -0.11285 -1.94636 0.64371
C 1.13894 -1.10401 0.54451
C 1.59961 -0.22133 1.51320
C 2.76858 0.50643 1.36560
C 3.53670 0.34198 0.21958
C 4.83869 1.09134 0.04923
C 3.10181 -0.53860 -0.76363
C 1.91928 -1.23952 -0.60080
H -1.02041 -0.28282 6.66313
H 0.24119 -1.83330 3.07781
H -2.81679 0.51075 2.30111
H -1.50980 0.95148 3.36645
H -2.11032 -1.85160 0.92174
H -0.30282 -2.34399 -0.35130
H 0.05210 -2.83256 1.27195
H 1.05325 -0.06535 2.44144
H 3.09062 1.20314 2.12779
H 5.01083 1.25088 -1.01462
H 5.67165 0.53940 0.48022
H 4.74626 2.06639 0.52682
H 3.69004 -0.69054 -1.65939
H 1.59134 -1.92149 -1.37833
C -1.79913 -7.17742 0.71833
C -1.93682 -5.68238 0.84204
C -2.60219 -5.20508 2.11002
O -3.15184 -3.93880 1.69551
C -3.39052 -4.02988 0.35319
O -3.99655 -3.21945 -0.26824
O -2.82764 -5.14439 -0.15603
H -1.36151 -7.44129 -0.24357
H -1.16241 -7.57148 1.51012
H -2.77410 -7.66265 0.77148
H -0.96151 -5.20256 0.70736
H -1.90860 -5.07374 2.93733
H -3.42545 -5.84760 2.42649
C 1.80037 -1.78467 -5.61979
C 3.12017 -1.07966 -5.76620
C 4.30273 -1.97440 -6.04184
O 5.39142 -1.19767 -5.51410
C 4.88809 -0.41937 -4.53029
O 5.53953 0.21256 -3.76054
O 3.53262 -0.45936 -4.52917
H 1.02313 -1.07871 -5.36549
H 1.52405 -2.28564 -6.54520
H 1.84067 -2.52395 -4.81362
H 3.03820 -0.29372 -6.52066
H 4.45057 -2.17774 -7.09920
H 4.25869 -2.91844 -5.49350
C -0.29170 2.51511 0.14521
C -0.09739 3.99371 -0.07082
C -0.16326 4.43817 -1.51177
O 0.63805 5.62367 -1.48939
C 1.54206 5.48456 -0.48230
O 2.46855 6.19644 -0.30020
O 1.22896 4.40235 0.28775
H -0.17098 2.26944 1.20173
H -1.28540 2.20050 -0.17730
H 0.45652 1.93813 -0.40111
H -0.79997 4.56361 0.54558
H -1.17342 4.66072 -1.84792
H 0.29806 3.72164 -2.19686
C 1.59314 4.47931 -8.33405
C 0.57536 3.44927 -7.91714
C 0.17638 3.49911 -6.46322
O -0.23167 2.14165 -6.22282
C 0.45922 1.35968 -7.08684
O 0.50135 0.17013 -7.03617
O 1.10222 2.11085 -8.00825
H 1.86864 4.34142 -9.37895
H 1.19380 5.48551 -8.20956
H 2.50680 4.38432 -7.74573
H -0.30304 3.50372 -8.56604
H -0.64058 4.18842 -6.26481
H 1.01492 3.72869 -5.80128
C -5.90647 0.43459 9.25005
C -4.57303 1.11198 9.06281
C -3.47493 0.22375 8.53240
O -2.29770 0.86593 9.02708
C -2.65174 1.51853 10.17682
O -1.88412 2.00117 10.93471
O -4.00354 1.52437 10.31597
H -6.62616 1.12557 9.68707
H -6.29751 0.08318 8.29496
H -5.81990 -0.41217 9.93196
H -4.68989 2.00454 8.44041
H -3.45725 0.17393 7.44428
H -3.51428 -0.78926 8.94129


14
Properties=species:S:1:pos:R:3 method="wB97M-V/def2-TZVPD" energy_ha=-245.7798 e_lumo_ev=0.87 largest_force_ev_per_a=5.16 multiplicity=1 de_lowest_kcal_mol=57.7
C -1.33201 -0.49963 0.31526
N -1.81753 0.61660 -0.49295
H -1.10380 0.83207 -1.18571
H -2.60645 0.38438 -1.08912
H -1.20072 -1.42796 -0.26538
H -2.17449 -0.76628 0.96890
H -0.15658 -0.47163 1.03915
N 1.52073 -0.02153 1.05809
C 1.13293 0.61526 -0.20205
N 1.18512 0.11395 -1.36363
H 2.13930 -0.81538 0.93364
H 1.98195 0.57615 1.73830
H 1.80388 -0.69040 -1.44639
H 0.62768 1.55439 -0.00809


11
Properties=species:S:1:pos:R:3 method="wB97M-V/def2-TZVPD" energy_ha=-716.5554 e_lumo_ev=-1.69 largest_force_ev_per_a=6.65 multiplicity=1 de_lowest_kcal_mol=71.0
S -2.43751 1.07026 -0.31357
C -1.34529 0.16607 -1.07999
C 0.00356 -0.06566 -0.39137
C 0.96109 -0.88507 -0.91438
N 2.04839 -1.21151 -0.14385
N 2.30726 -0.72459 0.93808
N 1.40145 0.01745 1.54229
C 0.31630 0.35269 0.88438
H -1.40884 -0.59914 -1.94929
H 0.77430 -1.43711 -1.90012
H -0.27900 0.93443 1.51910


7
Properties=species:S:1:pos:R:3 method="wB97M-V/def2-TZVPD" energy_ha=-177.2551 e_lumo_ev=-1.27 largest_force_ev_per_a=2.70 multiplicity=1 de_lowest_kcal_mol=0.0
H 0.85610 2.07941 1.94438
O 1.06226 0.55990 0.54364
C 1.04842 0.97834 1.76709
C 1.73840 0.49112 2.83851
H 1.61178 0.95682 3.81853
H 2.20013 -0.50112 2.80725
Rb -0.88819 -0.74688 -1.47723


44
Properties=species:S:1:pos:R:3 method="wB97M-V/def2-TZVPD" energy_ha=-1036.7101 e_lumo_ev=-0.17 largest_force_ev_per_a=19.77 multiplicity=1 de_lowest_kcal_mol=314.6
C -0.07878 -3.10634 -1.39756
C -1.01720 -3.44785 -0.74646
C -1.40271 -2.65000 0.49968
C -2.80517 -2.02484 0.25900
O -3.92232 -2.53625 0.48825
O -2.68400 -0.96351 -0.35991
C -3.83568 -0.17610 -0.57107
C -3.99171 1.08955 0.15899
C -2.89916 2.13233 0.20727
C -1.56561 1.55943 1.03031
C -0.44773 2.71023 0.87498
C 0.01247 2.62597 -0.69737
O 1.54405 2.49745 -0.79417
C 2.34618 1.71495 -0.36718
C 1.88177 0.32919 -0.19026
C 2.74039 -0.68789 0.30700
C 4.21219 -0.56551 0.14539
C 4.57315 0.82681 -0.16559
C 3.80453 1.98669 -0.55494
H 3.98818 2.92259 -0.63843
H 5.62462 1.06224 -0.40270
C 5.06150 -1.35402 0.50244
O 6.36933 -1.17598 0.34325
O 4.58016 -2.59413 0.83568
H 5.35326 -3.11374 0.57186
H 2.55743 -1.62339 0.43725
H 0.85113 -0.06556 0.01369
H -0.23928 3.55657 -1.16603
H -0.27777 1.58611 -1.01333
H -0.59154 3.48743 1.24808
H 0.43168 2.25934 1.44413
H -1.38947 0.58217 0.55160
H -1.80112 1.56535 2.12539
H -2.60903 2.23847 -0.74775
H -3.23982 2.94856 0.79461
H -4.04728 0.82953 1.31013
H -4.88300 1.56297 -0.15533
H -3.52320 0.38767 -1.45637
H -4.65701 -0.63579 -0.77919
H -0.90270 -1.90499 0.91781
H -1.65179 -3.54456 1.48213
H -1.96551 -4.17284 -0.80139
H 0.01053 -3.67354 -2.36164
H 0.48604 -2.44480 -1.18226


15
Properties=species:S:1:pos:R:3 method="wB97M-V/def2-TZVPD" energy_ha=-556.5413 e_lumo_ev=1.01 largest_force_ev_per_a=1.72 multiplicity=1 de_lowest_kcal_mol=25.6
C 0.64489 -2.07226 3.12185
C 0.57014 -2.47512 1.87715
C -0.72505 -2.88346 1.18809
H 1.60709 -1.81733 3.57003
H -0.15715 -1.98986 3.83605
H 1.43124 -2.62595 1.25364
H -1.00708 -3.89657 1.48965
H -1.51960 -2.18205 1.40550
H -0.59771 -2.89366 0.10092
C -0.48124 3.97490 -2.77929
S 0.61937 2.73935 -3.53742
H -0.76763 3.66631 -1.78046
H -0.00288 4.95115 -2.75171
H -1.36628 4.05256 -3.41004
H 1.75190 3.45196 -3.58394


103
Properties=species:S:1:pos:R:3 method="wB97M-V/def2-TZVPD" total_charge=+1 energy_ha=-3064.2843 e_lumo_ev=-3.58 largest_force_ev_per_a=0.97 multiplicity=1 de_lowest_kcal_mol=131.8
Zr -0.42921 -0.44041 0.06701
C -5.51045 -3.41756 3.33333
C -4.50886 -3.74724 4.29262
C -3.19651 -3.42487 4.09755
C -2.85474 -2.73653 2.91125
C -1.62589 -2.27751 2.39095
N -0.41057 -2.43623 2.99733
C 0.72280 -2.17039 2.47385
C 2.02351 -2.47264 3.07336
C 2.36753 -3.03089 4.29676
C 3.71402 -3.23657 4.54738
C 4.69487 -2.91156 3.59893
C 4.34474 -2.37146 2.37336
C 2.99408 -2.14959 2.13606
C 2.30430 -1.61844 0.95597
N 2.96410 -1.23180 -0.12865
C 2.37511 -0.78804 -1.24462
N 1.11271 -0.44271 -1.47603
C 0.94386 -0.09671 -2.86429
N 0.13068 1.06121 -3.36127
C -1.57233 -0.18656 -2.83244
N -1.81267 -1.00105 -1.62382
C -3.24192 -0.96746 -1.32669
N -3.81171 -1.30366 -0.24748
C -3.18794 -1.76205 0.89818
N -1.85991 -1.66484 1.18223
C -3.84779 -2.40599 1.96279
C -5.19850 -2.76376 2.17681
C -3.89016 -0.44119 -2.53232
C -5.24611 -0.27786 -2.78300
C -5.61570 0.26230 -4.00267
C -4.65031 0.64436 -4.93870
C -3.29706 0.49427 -4.67389
C -2.93455 -0.06472 -3.46017
C 2.32428 -0.10557 -3.44190
C 2.84947 0.36902 -4.63271
C 4.21988 0.26464 -4.82934
C 5.05748 -0.28716 -3.85790
C 4.53808 -0.70155 -2.64295
C 3.17064 -0.58060 -2.45849
N 0.98121 -1.61610 1.18387
H -6.53639 -3.70167 3.52868
H -4.80060 -4.27580 5.19125
H -2.43628 -3.69031 4.82046
H 1.60745 -3.29826 5.01855
H 4.01835 -3.67020 5.49128
H 5.73530 -3.10144 3.82724
H 5.08507 -2.13535 1.61976
H -5.95575 -2.52461 1.44182
H -5.97900 -0.57777 -2.04559
H -6.66430 0.38928 -4.23749
H -4.96555 1.06320 -5.88531
H -2.54869 0.79944 -5.39082
H 2.22669 0.83176 -5.38388
H 4.64878 0.62769 -5.75429
H 6.11941 -0.36414 -4.04929
H 5.16422 -1.08691 -1.84966
C 0.26356 0.44642 -6.71214
C 0.40086 -0.91063 -6.04172
N -0.49016 -1.03792 -4.89080
C -0.29835 -0.38209 -3.65925
S -0.99532 -2.56858 -1.50198
N -1.09342 1.22254 -2.56705
N -0.98189 1.42875 -1.15928
C -1.85956 2.24692 -0.70375
C -2.68947 3.17688 -1.52235
C -2.08190 2.20642 0.77910
C -2.74285 3.21404 1.44650
C -2.96933 3.07005 2.81269
C -2.54503 1.91980 3.44387
C -1.90008 0.94172 2.69851
N -1.66773 1.08995 1.39658
H 0.94917 0.52756 -7.55694
H -0.75131 0.58180 -7.08751
H 0.47440 1.26606 -6.02261
H 0.09265 -1.68923 -6.73912
H 1.44236 -1.12172 -5.79292
H -0.73728 -1.99885 -4.68749
H -2.47882 3.05646 -2.57701
H -3.74882 2.99197 -1.33316
H -2.47382 4.20325 -1.21624
H -3.08405 4.09135 0.91763
H -3.48692 3.84405 3.36341
H -2.72258 1.75305 4.49706
H -1.58081 0.00829 3.14689
N 1.03316 1.14183 1.03043
C 1.70931 1.38892 1.94120
N 2.48600 1.67283 2.93787
C 3.91708 1.29988 2.90586
C 4.76671 2.55655 2.71226
C 4.08560 3.78451 3.34233
C 3.21347 3.38171 4.52836
C 2.03426 2.52979 4.05523
H 4.06040 0.55960 2.12116
H 4.13072 0.80778 3.85548
H 4.93952 2.73039 1.64983
H 5.74247 2.38166 3.16869
H 3.45857 4.28131 2.59656
H 4.83400 4.51337 3.64933
H 2.82089 4.25548 5.04792
H 3.80714 2.82665 5.25843
H 1.22666 3.15967 3.67992
H 1.64133 1.90030 4.85529


92
Properties=species:S:1:pos:R:3 method="wB97M-V/def2-TZVPD" total_charge=-1 energy_ha=-6068.9703 e_lumo_ev="2.01 / 1.92" largest_force_ev_per_a=2.11 multiplicity=4 de_lowest_kcal_mol=0.0
V 0.31795 1.11704 0.23424
C 1.12426 1.05458 2.30344
C -0.27392 1.30004 2.33093
C -0.50617 2.58857 1.76662
C 0.73704 3.12812 1.37691
C 1.73844 2.15975 1.65709
C 3.21918 2.37100 1.56670
C 1.02566 4.52992 0.93736
C -1.86130 3.22484 1.72842
C -1.31419 0.47881 3.03395
C 1.85834 -0.00560 3.06496
H 3.62017 2.68548 2.53553
H 3.45373 3.13590 0.82662
H 3.71834 1.44783 1.27446
H 0.13207 5.14045 1.01044
H 1.37086 4.56814 -0.09509
H 1.78845 4.96926 1.58542
H -2.21943 3.42287 2.74262
H -2.58239 2.56122 1.24679
H -1.84618 4.16741 1.18187
H -1.47132 0.84871 4.05137
H -1.02833 -0.57138 3.09919
H -2.26750 0.53119 2.50462
H 2.34666 0.44842 3.93164
H 2.63472 -0.48082 2.45974
H 1.18080 -0.78018 3.42331
Br -3.43701 -2.99363 6.26148
C -3.68026 -3.31731 4.39160
C -3.96338 -2.25270 3.54879
C -4.13720 -2.48174 2.19932
C -4.06404 -3.79105 1.65572
C -3.77285 -4.84243 2.55382
C -3.57994 -4.61074 3.89965
N -4.39443 -4.12002 0.37062
N -4.44424 -3.23036 -0.58889
C -3.60093 -2.17509 -0.68024
C -4.03878 -1.02102 -1.35445
C -3.30333 0.15972 -1.38578
C -2.04608 0.22561 -0.78988
O -1.24331 1.27704 -0.71535
C -1.52360 -0.95695 -0.22497
N -0.24115 -0.80320 0.21834
C 0.37117 -1.88302 0.68340
C -0.23496 -3.13490 0.71591
C -1.54161 -3.29161 0.28878
C -2.24216 -2.17532 -0.17738
H -4.03742 -1.25102 3.95282
H -4.36916 -1.65346 1.54399
H -3.69766 -5.84722 2.15708
H -3.34946 -5.42655 4.57244
H -5.02829 -1.05679 -1.79195
H -3.70766 1.04351 -1.86771
H 1.39370 -1.74859 1.00451
H 0.32732 -3.98478 1.07874
H -2.00371 -4.26877 0.28672
N -2.64076 6.86788 -1.60982
N -2.12723 5.59894 -1.78277
N -2.72183 4.66614 -2.48388
C -1.82534 3.68682 -2.40710
N -0.75216 4.02931 -1.68844
N -0.95831 5.25809 -1.29625
H -3.61624 6.81253 -1.35000
H -2.08324 7.31900 -0.89728
H -1.95189 2.72615 -2.87006
N 8.91158 -3.56606 -1.47576
C 7.89568 -3.03411 -1.37481
C 6.64742 -2.36396 -1.23905
C 5.56702 -2.99831 -0.61729
C 4.37223 -2.33213 -0.45302
C 4.22048 -1.00569 -0.89159
C 5.30585 -0.38774 -1.53468
C 6.50022 -1.05331 -1.70392
C 3.01730 -0.29311 -0.65450
C 1.99926 0.33598 -0.40371
H 5.68803 -4.01252 -0.25970
H 3.53755 -2.82434 0.02800
H 5.18952 0.62983 -1.88333
H 7.34034 -0.56910 -2.18442
O 0.99193 1.66788 -2.53195
S 0.91151 1.10597 -3.89588
C 1.89924 -0.45041 -3.90796
C 0.97991 -1.52812 -3.36296
C -0.33646 -1.34343 -4.10873
C -0.67000 0.13872 -3.98776
H 2.78202 -0.27811 -3.29593
H 2.18626 -0.64336 -4.94459
H 0.82477 -1.35452 -2.29489
H 1.39474 -2.52775 -3.50537
H -1.13423 -1.95427 -3.68195
H -0.21978 -1.62784 -5.15837
H -1.17993 0.35447 -3.04995
H -1.25102 0.52131 -4.82665


18
Properties=species:S:1:pos:R:3 method="wB97M-V/def2-TZVPD" energy_ha=-327.0128 e_lumo_ev=0.71 largest_force_ev_per_a=2.97 multiplicity=1 de_lowest_kcal_mol=74.4
C 0.85984 2.86334 -1.24068
C -0.18198 2.07292 -1.02540
C 0.01313 0.80171 -0.20523
N -0.87990 -0.25074 -0.73606
C -1.09306 -1.35020 0.09488
C -2.26193 -1.91250 0.44006
H 0.67338 3.81267 -1.73873
H 1.88112 2.70605 -0.93258
H -1.18912 2.41125 -1.05002
H -0.32942 1.14229 0.77760
H 1.02181 0.40740 -0.23019
H -1.80073 0.10708 -0.97920
H -0.18704 -1.89817 0.35088
H -3.15664 -1.34567 0.67421
H -2.33279 -2.99189 0.46284
O 2.65308 -1.76156 1.95195
H 3.15891 -2.32084 2.54501
H 3.26630 -1.17589 1.50425